ORCA calculation (ωB97M-V/def2-TZVPD) on an isolated molecule of C4H5NO2.

The value obtained for the orbital gap is 8.901 eV. The value obtained for the max |F| is 4.8 eV/A. For the energy above the lowest of the compared OMol25 structures with the same formula, charge and spin, the calculation gives 344.5 kJ/mol. The LUMO energy is 0.835 eV. The molecular weight comes out at 99.1 g/mol.

Geometry as XYZ:
```
12
C4H5NO2, DFT ωB97M-V/def2-TZVPD
C -0.99 0.67 0.96
C 0.00 0.11 0.04
O 1.26 0.11 0.17
C 1.84 -0.59 -0.86
C 0.80 -1.09 -1.59
N -0.38 -0.60 -1.06
O -1.54 -0.82 -1.48
H -1.99 0.81 0.49
H -1.28 -0.08 1.72
H -0.73 1.71 1.29
H 2.84 -0.92 -0.73
H 0.45 -1.78 -2.40
```

***

ORCA calculation (ωB97M-V/def2-TZVPD) on an isolated molecule of C4H5NO2.

The value obtained for the orbital gap is 8.506 eV. The value obtained for the max |F| is 1.1 eV/A. For the energy above the lowest of the compared OMol25 structures with the same formula, charge and spin, the calculation gives 344.1 kJ/mol. The LUMO energy is -0.024 eV. The molecular weight comes out at 99.1 g/mol.

Geometry as XYZ:
```
12
C4H5NO2, DFT ωB97M-V/def2-TZVPD
C -1.92 -0.14 0.10
C -0.62 0.59 0.27
O -0.51 2.01 0.17
C 0.60 0.28 -0.09
N 1.78 0.17 -0.41
C 2.35 -1.08 -0.34
O 1.69 -2.07 -0.11
H -1.77 -1.23 0.10
H -2.66 0.10 0.87
H -2.33 0.13 -0.88
H -0.01 2.34 0.93
H 3.41 -1.09 -0.59
```

***

ORCA calculation (ωB97M-V/def2-TZVPD) on a 2-piece molecular cluster, C4H5NO2 overall.

The value obtained for the orbital gap is 10.206 eV. The value obtained for the max |F| is 1.0 eV/A. For the energy above the lowest of the compared OMol25 structures with the same formula, charge and spin, the calculation gives 125.9 kJ/mol. The LUMO energy is 0.177 eV. The molecular weight comes out at 99.1 g/mol.

Geometry as XYZ:
```
12
C4H5NO2, DFT ωB97M-V/def2-TZVPD
C 0.12 1.54 0.28
C -0.76 0.89 -0.47
C -1.63 -0.16 0.12
O -1.54 -0.54 1.26
H 0.77 2.31 -0.12
H 0.21 1.32 1.34
H -0.86 1.08 -1.54
H -2.40 -0.58 -0.56
N 2.15 -1.14 0.24
C 1.24 -1.50 -0.47
O 0.42 -1.76 -1.27
H 2.26 -1.45 1.18
```